# 1
Computed, not measured: the ion C3H8N3O with charge +1, with wB97M-V/def2-TZVPD.

Last column: natural (NBO) charge in e.
Atoms and positions in Å:
O1 -1.967 -1.147 0.520  -0.55
N1 0.702 -1.284 -1.051  -0.81
N2 1.148 -0.645 1.131  -0.73
N3 -1.457 1.061 -0.189  -0.62
C1 -1.244 -0.249 0.092  0.60
C2 -0.196 1.646 -0.412  -0.20
C3 0.294 -0.403 -0.083  0.25
H1 -2.358 1.595 -0.125  0.44
H2 1.188 -1.715 1.125  0.47
H3 2.023 -0.167 1.195  0.46
H4 0.676 -0.567 2.078  0.46
H5 -0.126 -1.444 -1.590  0.41
H6 -0.048 2.059 -1.375  0.20
H7 1.462 -1.136 -1.648  0.41
H8 -0.097 2.394 0.333  0.19

Properties
2S+1	1
total charge	+1
frontier orbital gap	9.955	eV
LUMO level	-3.9	eV
structure (SMILES)	C=[NH+]/C([O-])=C(/N)[NH3+]

---

# 2
Computed, not measured: a structure of composition C3H8N3O, with wB97M-V/def2-TZVPD.

Last column: natural (NBO) charge in e.
Atoms and positions in Å:
O1 -0.133 -1.210 -1.586  -0.81
N1 -1.652 0.134 1.057  0.04
N2 0.525 1.031 -1.373  -0.72
N3 -1.377 0.455 -0.093  -0.22
C1 -0.557 -0.364 1.757  -0.31
C2 0.642 -0.429 0.783  -0.50
C3 -0.083 0.156 -0.412  0.52
H1 1.310 0.400 1.025  0.22
H2 1.451 1.294 -0.939  0.45
H3 -0.333 0.397 2.411  0.25
H4 0.018 1.931 -1.505  0.47
H5 1.276 -1.329 0.428  0.31
H6 -0.990 -1.762 -1.551  0.50
H7 -0.915 -1.286 2.281  0.28
H8 0.818 0.582 -2.282  0.51

Properties
2S+1	1
total charge	+1
frontier orbital gap	9.758	eV
LUMO level	-5.0	eV

---

# 3
Computed, not measured: the ion C3H8N3O with charge +1, with wB97M-V/def2-TZVPD.

Last column: natural (NBO) charge in e.
Atoms and positions in Å:
O1 0.013 -0.149 1.079  -0.22
N1 0.346 -1.181 0.262  -0.31
N2 -0.710 0.067 -1.234  -0.45
N3 0.531 1.116 2.858  -0.67
C1 -1.069 0.370 -2.584  -0.45
C2 -0.103 -1.011 -1.013  0.21
C3 0.891 0.288 1.961  0.54
H1 1.864 -0.162 2.072  0.21
H2 -1.201 1.494 -2.783  0.22
H3 1.027 -1.842 0.533  0.40
H4 -0.354 -0.026 -3.361  0.20
H5 -0.063 -1.915 -1.619  0.20
H6 -0.205 1.820 2.769  0.46
H7 -2.128 -0.145 -2.547  0.22
H8 1.162 1.278 3.606  0.44

Properties
2S+1	1
total charge	+1
frontier orbital gap	7.941	eV
LUMO level	-4.7	eV
structure (SMILES)	C/N=C/NOC=[NH2+]

---

# 4
Computed, not measured: a cluster of 2 separate species, C3H8N3O in total, with wB97M-V/def2-TZVPD.

Last column: natural (NBO) charge in e.
Atoms and positions in Å:
O1 0.841 0.293 1.071  -0.28
N1 -0.725 1.084 -0.742  -0.69
N2 -0.131 -0.496 0.835  -0.21
N3 2.147 -0.084 -0.572  -0.17
C1 3.223 0.023 -0.013  -0.14
C2 -2.435 -0.520 -0.028  -0.70
C3 -1.056 0.084 0.052  0.54
H1 3.325 0.092 1.006  0.23
H2 -1.384 1.469 -1.422  0.45
H3 -2.535 -1.087 -1.048  0.28
H4 -2.532 -1.213 0.871  0.26
H5 0.292 1.371 -0.499  0.47
H6 0.032 -1.546 1.052  0.44
H7 4.072 0.147 -0.632  0.24
H8 -3.136 0.382 0.070  0.27

Properties
2S+1	1
total charge	+1
frontier orbital gap (spin up / spin down)	7.914 / 9.986	eV
LUMO level (spin up / spin down)	-5.7 / -4.3	eV

---

# 5
Computed, not measured: a cluster of 2 separate species, C3H8N3O in total, with wB97M-V/def2-TZVPD.

Last column: natural (NBO) charge in e.
Atoms and positions in Å:
O1 0.120 0.388 0.866  -0.55
N1 -3.152 0.860 -0.309  -0.52
N2 -1.865 -0.883 0.619  -0.77
N3 1.226 0.409 0.303  0.12
C1 1.595 -0.888 -0.288  -0.48
C2 -2.623 -0.127 0.014  0.73
C3 1.758 1.512 -0.031  -0.08
H1 -2.081 -1.839 0.817  0.44
H2 1.123 -1.023 -1.286  0.24
H3 -3.295 1.281 -1.237  0.46
H4 -0.800 -0.546 0.769  0.46
H5 2.679 -1.046 -0.457  0.25
H6 2.808 1.341 -0.406  0.22
H7 1.355 2.355 0.407  0.23
H8 1.151 -1.795 0.220  0.24

Properties
2S+1	1
total charge	+1
frontier orbital gap	10.478	eV
LUMO level	-3.5	eV

---

# 6
Computed, not measured: a cluster of 2 separate species, C3H8N3O2 in total, with wB97M-V/def2-TZVPD.

Last column: natural (NBO) charge in e.
Atoms and positions in Å:
O1 -1.352 -0.652 2.984  -0.46
O2 -1.626 1.029 -0.087  -0.43
N1 2.552 -0.834 -1.532  -1.08
N2 -0.136 -0.061 1.189  -0.63
N3 0.651 0.930 -0.839  -0.79
C1 -0.326 0.647 0.033  0.81
C2 -2.456 0.356 0.918  -0.18
C3 -1.406 -0.249 1.858  0.66
H1 1.616 0.285 -0.926  0.47
H2 -3.121 1.058 1.457  0.27
H3 0.314 1.604 -1.634  0.44
H4 3.564 -1.082 -1.632  0.42
H5 -3.123 -0.392 0.471  0.26
H6 2.308 -0.430 -2.450  0.39
H7 1.916 -1.713 -1.420  0.40
H8 0.625 -0.497 1.610  0.45

Properties
2S+1	1
total charge	+1
frontier orbital gap	11.645	eV
LUMO level	-3.4	eV

---

# 7
Computed, not measured: a cluster of 2 separate species, C3H8N3S in total, with wB97M-V/def2-TZVPD.

Last column: natural (NBO) charge in e.
Atoms and positions in Å:
S1 -1.080 -2.209 -0.506  -0.36
N1 -1.304 1.556 -0.134  -0.38
N2 0.555 0.525 0.670  -0.07
N3 1.294 -0.265 1.515  -0.58
C1 -0.634 1.158 -1.162  0.20
C2 -0.571 1.152 0.995  0.29
C3 0.691 0.632 -0.808  -0.34
H1 -0.362 -3.141 -0.993  0.17
H2 1.225 -0.036 2.420  0.40
H3 -1.016 1.242 1.944  0.24
H4 -2.410 -2.448 -0.512  0.21
H5 1.523 1.285 -1.206  0.30
H6 -0.863 1.493 -2.075  0.22
H7 2.205 -0.649 1.129  0.42
H8 0.746 -0.295 -1.277  0.28

Properties
2S+1	1
total charge	+1
frontier orbital gap	8.305	eV
LUMO level	-5.1	eV

---

# 8
Computed, not measured: an isolated molecule of C3H8N4, with wB97M-V/def2-TZVPD.

Last column: natural (NBO) charge in e.
Atoms and positions in Å:
N1 -0.428 -0.290 -1.698  -0.27
N2 -0.372 0.970 1.413  -0.65
N3 0.554 -1.280 -1.711  -0.67
N4 1.843 0.436 0.335  -0.70
C1 -0.914 -0.124 0.724  -0.32
C2 -1.005 0.095 -0.719  0.06
C3 1.042 0.957 1.219  0.26
H1 0.186 -2.022 -1.281  0.36
H2 -1.926 -0.649 1.010  0.23
H3 -1.601 1.082 -1.008  0.17
H4 -0.875 1.526 2.091  0.42
H5 1.244 0.056 -0.561  0.37
H6 0.928 -1.339 -2.758  0.39
H7 1.554 1.622 2.017  0.15
H8 -0.229 -1.041 0.928  0.20

Properties
2S+1	1
frontier orbital gap	9.671	eV
LUMO level	0.9	eV
structure (SMILES)	[H]/N=C\NC/C=N\N

---

Q: Which ΔE to the lowest compared entry with this formula, charge and spin values were calculated for the entries above? A: 329.98; 438.62; 419.10; 541.61; 419.00; 6.25; 287.97; 430.18, in kJ/mol.